80
Properties=species:S:1:pos:R:3:mulliken_charge:R:1 method="wB97M-V/def2-TZVPD" lumo_energy_ha="-0.0859 / -0.1608" total_charge=+1 s2=8.7673 relative_energy_kj_mol=42.3 multiplicity=6
Ru 0.28 -1.77 -0.21 0.825
C 1.83 -5.70 -0.43 -1.252
C 0.75 -5.34 0.55 0.422
C 0.39 -6.28 1.54 -0.693
C -0.39 -5.87 2.58 -0.662
C -0.91 -4.57 2.51 -0.657
C -0.60 -3.68 1.45 0.742
N 0.24 -4.11 0.49 0.051
N -1.03 -2.43 1.24 0.330
Si -2.41 -1.52 1.86 -0.648
C -3.52 -2.69 2.85 -1.222
C -1.81 -0.11 2.93 -0.595
C -3.34 -0.71 0.55 -0.221
H 2.47 -6.50 -0.13 0.464
H 2.41 -4.81 -0.58 0.129
H 1.44 -5.90 -1.43 0.270
H 0.86 -7.24 1.40 0.435
H -0.55 -6.45 3.46 0.494
H -1.46 -4.15 3.33 0.204
H -2.88 -3.02 3.73 0.303
H -3.78 -3.64 2.39 0.400
H -4.37 -2.24 3.37 0.438
H -1.02 -0.44 3.63 0.294
H -2.65 0.19 3.58 0.482
H -1.48 0.81 2.33 -0.049
H -3.77 -1.39 -0.17 0.497
H -2.66 0.01 0.08 -0.418
H -4.15 -0.16 1.03 0.352
C 0.37 -0.39 -4.34 -1.003
N -0.89 0.01 -3.70 0.270
C -1.59 -0.90 -2.98 -0.374
Se -0.99 -2.66 -2.52 -0.298
N -2.70 -0.26 -2.58 0.185
C -2.61 1.10 -2.91 0.678
C -3.48 2.18 -2.57 -0.756
C -3.06 3.41 -3.06 -0.416
C -1.93 3.58 -3.88 -0.713
C -1.10 2.50 -4.19 -0.798
C -1.44 1.29 -3.66 0.701
H 0.30 -1.44 -4.61 0.428
H 1.18 -0.17 -3.59 0.066
H 0.45 0.31 -5.13 0.392
H -3.28 -0.62 -1.82 0.137
H -4.26 2.03 -1.87 0.501
H -3.62 4.29 -2.78 0.425
H -1.58 4.50 -4.32 0.425
H -0.21 2.57 -4.77 0.352
S 5.03 -1.64 -0.44 -0.094
C 4.54 -2.15 1.08 -0.329
C 3.18 -2.11 1.19 -1.130
N 2.54 -1.85 0.05 1.071
C 3.40 -1.51 -0.95 -0.473
H 5.22 -2.28 1.87 0.465
H 2.67 -2.35 2.10 0.490
H 3.17 -1.11 -1.91 0.176
S 2.14 1.78 -2.28 -0.372
P 1.17 2.00 -0.64 0.737
S -0.26 0.56 -0.39 -0.064
C 0.29 3.56 -0.34 0.528
C -0.85 3.59 0.46 -0.009
C -1.57 4.78 0.58 -0.534
C -1.15 5.96 -0.05 -0.663
C 0.02 5.90 -0.84 -0.552
C 0.74 4.74 -0.98 -0.592
C 2.28 2.08 0.80 0.633
C 1.98 1.49 2.02 -0.499
C 2.77 1.61 3.16 -0.505
C 3.91 2.43 3.11 -0.622
C 4.24 2.98 1.84 -0.637
C 3.47 2.79 0.69 -0.621
H -1.25 2.71 1.01 0.023
H -2.38 4.75 1.30 0.434
H -1.81 6.82 0.15 0.387
H 0.32 6.83 -1.37 0.386
H 1.68 4.69 -1.54 0.368
H 1.12 0.92 2.12 0.437
H 2.51 1.03 4.09 0.361
H 4.57 2.56 3.95 0.423
H 5.08 3.64 1.79 0.432
H 3.79 3.19 -0.27 0.426

81
Properties=species:S:1:pos:R:3:mulliken_charge:R:1 method="wB97M-V/def2-TZVPD" lumo_energy_ha=0.0015 relative_energy_kj_mol=111.4
Ti 0.49 -1.27 -0.92 0.519
C -3.74 1.57 -4.13 -0.615
C -3.50 0.13 -4.57 -0.517
N -2.10 -0.29 -4.47 -0.206
C -1.53 -0.55 -3.29 0.650
S 0.19 -0.75 -3.33 -0.934
N -2.32 -0.58 -2.21 -1.315
N -1.67 -0.93 -1.10 1.353
C -2.28 -0.83 -0.03 0.796
C -3.65 -0.26 0.11 -1.802
C -1.52 -1.36 1.16 0.073
C -2.02 -1.42 2.43 -0.645
C -1.25 -1.96 3.46 -0.622
C -0.04 -2.40 3.17 -0.728
C 0.40 -2.33 1.84 -0.382
N -0.34 -1.85 0.88 0.736
H -4.79 1.83 -4.21 0.384
H -3.17 2.27 -4.75 0.321
H -3.43 1.70 -3.10 -0.135
H -3.80 -0.02 -5.61 0.379
H -4.09 -0.55 -3.95 0.265
H -1.46 0.04 -5.17 0.269
H -3.96 0.18 -0.83 0.325
H -3.64 0.51 0.88 0.363
H -4.37 -1.03 0.39 0.379
H -3.01 -1.03 2.61 0.500
H -1.63 -2.00 4.47 0.448
H 0.61 -2.81 3.93 0.470
H 1.38 -2.68 1.54 0.421
O 0.75 0.30 -0.32 -0.203
As 0.63 1.34 1.52 1.746
C 2.27 2.34 1.12 -0.172
C 2.49 3.60 1.70 -0.113
C 3.66 4.30 1.44 -0.731
C 4.62 3.74 0.61 -0.385
C 4.41 2.50 0.04 -0.723
C 3.24 1.80 0.29 -0.427
C -0.80 2.61 1.02 0.161
C -1.25 3.59 1.91 -0.170
C -2.26 4.47 1.54 -0.718
C -2.83 4.38 0.27 -0.710
C -2.37 3.42 -0.62 -0.501
C -1.37 2.54 -0.25 -0.185
C 0.63 1.56 3.58 0.075
C -0.57 1.38 4.28 -0.406
C -0.59 1.29 5.66 -0.821
C 0.59 1.35 6.38 -0.506
C 1.79 1.51 5.71 -0.624
C 1.82 1.61 4.32 -0.767
H 1.74 4.03 2.35 0.326
H 3.82 5.27 1.88 0.387
H 5.54 4.29 0.40 0.371
H 5.16 2.07 -0.61 0.398
H 3.06 0.84 -0.17 0.462
H -0.83 3.67 2.90 0.363
H -2.61 5.22 2.23 0.406
H -3.61 5.07 -0.02 0.396
H -2.80 3.36 -1.61 0.387
H -1.02 1.79 -0.95 0.333
H -1.50 1.32 3.72 0.594
H -1.54 1.17 6.18 0.391
H 0.58 1.28 7.47 0.379
H 2.72 1.56 6.27 0.391
H 2.77 1.73 3.81 0.373
S -0.40 -4.08 -1.49 -0.448
C 0.64 -4.62 -2.67 0.299
N 0.93 -4.01 -3.82 -0.007
C 2.02 -4.67 -4.51 -0.490
C 1.96 -6.07 -3.90 -0.576
N 1.34 -5.78 -2.61 -0.161
H 0.67 -3.02 -3.94 0.021
H 2.98 -4.18 -4.30 0.267
H 1.86 -4.68 -5.59 0.359
H 2.95 -6.52 -3.78 0.320
H 1.34 -6.74 -4.50 0.323
H 1.07 -6.49 -1.95 0.236
C 3.34 -2.58 -1.25 -1.052
O 2.14 -2.00 -0.91 -0.516
H 4.11 -2.35 -0.50 0.307
H 3.70 -2.20 -2.22 0.302
H 3.25 -3.68 -1.32 0.289

83
Properties=species:S:1:pos:R:3:mulliken_charge:R:1 method="wB97M-V/def2-TZVPD" lumo_energy_ha=-0.0732
C 0.70 -3.06 2.92 -0.801
C 0.10 -4.02 1.69 -0.513
C 0.94 -3.69 0.28 0.240
C 2.26 -4.64 -0.08 -0.605
C 3.20 -4.38 -1.44 -0.292
C 2.77 -3.17 -2.46 -0.539
C 1.47 -2.23 -2.11 0.263
C 0.55 -2.47 -0.73 0.193
C -0.73 -1.44 -0.42 0.205
O -1.90 -1.90 0.03 -0.486
C -0.42 0.16 -0.77 0.225
C 0.47 0.39 -2.17 0.162
C 0.82 1.94 -2.57 -0.769
C 0.35 3.24 -1.62 0.107
C 0.80 4.72 -2.18 -0.112
C 2.37 5.13 -2.59 -0.357
C 2.57 6.65 -3.13 -0.174
N 1.61 7.78 -3.31 -0.455
C 0.19 7.48 -2.97 -0.221
C -0.23 6.00 -2.45 -0.189
C -0.51 3.00 -0.21 0.147
C -0.94 4.28 0.76 -0.035
Cl -0.13 4.11 2.43 -0.149
C -2.55 4.57 0.81 -0.307
C -3.26 4.32 2.26 -0.761
C -0.91 1.42 0.20 0.270
C -1.79 1.01 1.52 -0.205
C -3.38 0.70 1.22 0.263
O -4.19 0.55 2.30 -0.558
Br -4.21 0.48 -0.59 -0.096
C 0.96 -0.94 -3.05 0.103
O 0.98 -0.97 -4.39 -0.513
H -0.20 -2.60 3.53 0.228
H 1.41 -3.68 3.65 0.289
H 1.29 -2.18 2.39 0.238
H -1.05 -3.83 1.59 0.258
H 0.28 -5.14 2.03 0.359
H 2.63 -5.54 0.61 0.243
H 4.14 -5.03 -1.70 0.346
H 3.39 -2.91 -3.43 0.301
H 1.43 2.15 -3.57 0.351
H 3.26 4.35 -2.49 0.326
H 3.70 6.91 -3.45 0.270
H -0.62 8.31 -3.09 0.298
H -1.38 5.81 -2.23 0.277
H -0.44 5.25 0.26 0.415
H -2.71 5.72 0.55 0.308
H -3.16 3.99 -0.04 0.277
H -4.36 4.78 2.17 0.328
H -2.76 4.87 3.16 0.285
H -3.44 3.17 2.52 -0.015
H -1.76 1.79 2.40 0.365
H -1.32 0.01 1.97 0.214
C -6.06 2.31 3.63 -0.337
C -7.05 1.21 3.33 -0.434
O -8.04 1.10 4.34 -0.291
S -9.26 2.17 4.35 1.202
C -10.31 1.30 5.49 -0.923
O -9.90 2.17 3.05 -0.634
O -8.81 3.39 4.98 -0.602
H -6.53 3.30 3.57 0.384
H -5.22 2.30 2.92 -0.214
H -5.66 2.21 4.65 0.313
H -7.51 1.35 2.34 0.315
H -6.52 0.25 3.30 0.230
H -10.60 0.35 5.05 0.311
H -11.19 1.92 5.68 0.369
H -9.76 1.14 6.42 0.311
C 9.69 -4.46 -1.92 -1.012
C 8.48 -4.35 -2.83 -0.234
O 8.40 -5.46 -3.71 -0.283
S 7.83 -6.88 -3.14 1.138
C 7.58 -7.66 -4.72 -0.932
O 6.54 -6.65 -2.53 -0.570
O 8.90 -7.57 -2.45 -0.594
H 9.58 -5.29 -1.22 0.300
H 9.82 -3.54 -1.34 0.387
H 10.60 -4.64 -2.50 0.262
H 7.56 -4.25 -2.25 0.251
H 8.57 -3.46 -3.45 0.279
H 6.82 -7.11 -5.27 0.311
H 7.25 -8.69 -4.54 0.370
H 8.53 -7.67 -5.26 0.322

Number 1: E -158815.62038 eV. Number 2: E -152447.14632 eV. Number 3: E -157907.79873 eV.